1.
This record from the OMol25 dataset describes a 2-piece molecular cluster, C16H17NO overall in a non-equilibrium geometry. The level of theory is ωB97M-V with the def2-TZVPD basis set.

Cartesian coordinates (Å):
C 3.7117 -1.3282 -1.6851
C 3.4394 -1.9213 -0.3302
C 4.4288 -2.0560 0.5869
N 3.8204 -2.5193 1.8339
C 2.4828 -2.7306 1.6278
C 1.5643 -3.3681 2.3637
C 0.1732 -2.9574 2.0759
C -0.1117 -2.0546 1.0726
C 0.9371 -1.8567 0.0172
C 2.1907 -2.2909 0.3169
H 3.5098 -2.1812 -2.3674
H 4.7890 -1.1022 -1.7816
H 3.2191 -0.3499 -1.8947
H 5.4768 -1.8934 0.6777
H 4.4332 -2.8667 2.5830
H 1.6678 -3.9517 3.3044
H -0.6476 -3.4996 2.5891
H -0.9957 -1.5129 0.7658
H 0.4965 -1.1419 -0.7150
C -2.5688 1.1327 -3.2184
C -2.8643 1.9022 -1.9663
C -4.0085 1.9764 -1.1273
C -3.9596 2.9577 -0.0905
C -2.7693 3.5110 0.2689
O -2.8449 4.3011 1.3473
C -1.6548 3.4961 -0.5782
C -1.7052 2.6838 -1.6798
H -1.7007 0.4288 -2.9451
H -2.5576 1.8718 -3.9985
H -3.3291 0.4663 -3.5452
H -5.0132 1.5536 -1.4276
H -4.9102 3.1189 0.5682
H -2.4381 5.2296 1.1624
H -0.7205 3.9911 -0.0787
H -0.9781 2.4888 -2.4365

## Properties
LUMO energy	0.748	eV
HOMO-LUMO gap	8.438	eV
energy above the lowest of the compared OMol25 structures with the same formula, charge and spin	348.6	kJ/mol
SMILES	Cc1c[nH]c2ccccc12.Cc1ccc(O)cc1

The molecule's Löwdin atomic charges, reported in e, are given here:
1. C -0.06
2. C -0.25
3. C -0.02
4. N 0.07
5. C -0.29
6. C -0.02
7. C -0.10
8. C -0.09
9. C 0.00
10. C -0.17
11. H 0.09
12. H 0.07
13. H 0.09
14. H 0.11
15. H 0.15
16. H 0.11
17. H 0.10
18. H 0.08
19. H 0.11
20. C -0.08
21. C -0.28
22. C -0.02
23. C -0.04
24. C -0.41
25. O 0.00
26. C -0.02
27. C -0.07
28. H 0.11
29. H 0.08
30. H 0.05
31. H 0.12
32. H 0.15
33. H 0.16
34. H 0.15
35. H 0.10

---

2.
This record from the OMol25 dataset describes one molecule with the formula C16H18BN3O4 in a non-equilibrium geometry. The level of theory is ωB97M-V with the def2-TZVPD basis set.

Cartesian coordinates (Å):
O 2.4365 -0.7029 0.4061
C 1.4499 -0.4660 1.1124
N 0.3655 0.2830 0.7561
C 0.2964 0.9469 -0.5463
C -1.0880 1.1904 -1.0065
O -2.0065 0.8888 -0.2598
N -1.4156 1.9147 -2.1171
C -0.4256 2.8852 -2.7693
C -1.0980 3.3661 -4.0238
C -2.5604 2.9284 -3.9205
C -2.8115 2.1452 -2.6409
B -3.9598 1.0635 -2.8298
O -4.4090 0.6340 -4.0724
O -4.4658 0.5206 -1.6638
C 1.5541 -1.0865 2.4769
C 0.9920 -0.5312 3.6397
C 0.8775 -1.2503 4.8183
N 1.3485 -2.4272 4.9750
C 2.1045 -2.8708 3.9391
C 2.8704 -4.0667 4.1957
C 3.6587 -4.5817 3.2823
C 3.8456 -3.9426 2.0017
C 3.1877 -2.8059 1.7766
C 2.3208 -2.2408 2.7004
H -0.4767 0.0974 1.3618
H 0.8899 1.8662 -0.3540
H 0.9124 0.3380 -1.3604
H -0.3288 3.6720 -2.0415
H 0.5912 2.5129 -3.0481
H -0.7829 2.9103 -4.9993
H -0.9345 4.4769 -4.1662
H -2.9560 2.3077 -4.7299
H -3.1661 3.8460 -4.0611
H -3.2129 2.7490 -1.8576
H -5.1327 -0.0583 -4.0198
H -3.8942 0.7393 -0.8850
H 0.5591 0.4714 3.5311
H 0.4642 -0.7867 5.6900
H 2.6556 -4.5149 5.0794
H 4.0920 -5.5661 3.5449
H 4.4157 -4.4927 1.3138
H 3.2367 -2.3625 0.7719

## Properties
LUMO energy	-0.081	eV
HOMO-LUMO gap	8.700	eV
energy above the lowest of the compared OMol25 structures with the same formula, charge and spin	0.0	kJ/mol
SMILES	O=C(NCC(=O)N1CCC[C@H]1B(O)O)c1ccnc2ccccc12

The molecule's Löwdin atomic charges, reported in e, are given here:
1. O 0.03
2. C -0.40
3. N 0.07
4. C -0.09
5. C -0.43
6. O 0.05
7. N 0.02
8. C -0.12
9. C -0.17
10. C -0.15
11. C -0.12
12. B -0.58
13. O 0.14
14. O 0.14
15. C -0.06
16. C 0.00
17. C -0.17
18. N 0.12
19. C -0.19
20. C -0.03
21. C -0.08
22. C -0.05
23. C -0.04
24. C -0.11
25. H 0.17
26. H 0.14
27. H 0.18
28. H 0.11
29. H 0.13
30. H 0.12
31. H 0.13
32. H 0.10
33. H 0.13
34. H 0.14
35. H 0.14
36. H 0.09
37. H 0.11
38. H 0.11
39. H 0.08
40. H 0.12
41. H 0.09
42. H 0.11

---

3.
This record from the OMol25 dataset describes one molecule with the formula C16H18Br2NO3P in a non-equilibrium geometry. The level of theory is ωB97M-V with the def2-TZVPD basis set.

Cartesian coordinates (Å):
C -3.7902 1.8509 -3.9381
C -2.6905 2.2012 -2.8254
Br -2.6328 4.2057 -2.5533
C -1.1860 1.7710 -3.1984
Br -1.0227 0.0372 -4.1472
C -0.3058 1.9012 -1.8742
C 0.6160 3.1693 -1.7434
C 1.4703 3.3882 -0.4750
C 1.3800 2.3264 0.6465
C 0.4839 1.0786 0.5415
C -0.3876 0.8445 -0.7526
C -1.2720 -0.4753 -0.7677
O -2.4006 -0.6043 -1.2939
C -0.6447 -1.7388 0.0234
P -0.9883 -3.4948 -0.6444
O -2.3162 -4.0647 -0.0648
C 0.1362 -1.5258 1.2094
C 0.7738 -2.6910 2.0868
C 2.3019 -2.4525 2.5222
C 2.4681 -1.7594 3.9805
N 3.1986 -0.4333 3.8050
C 0.3544 -0.0077 1.7269
O 0.3836 0.3233 2.9311
H -4.3175 0.8901 -3.5874
H -4.5471 2.7179 -3.9361
H -3.3407 1.7655 -4.9811
H -2.9262 1.7776 -1.7908
H -0.7929 2.5779 -3.9264
H 0.6464 3.9601 -2.5691
H 2.1368 4.2928 -0.3149
H 1.9799 2.4779 1.5995
H -1.0242 -3.5046 -2.0915
H 0.0486 -4.4205 -0.2619
H 0.1567 -2.7731 3.0603
H 0.7210 -3.7303 1.6053
H 2.9398 -1.9285 1.7245
H 2.7700 -3.5054 2.6392
H 3.0344 -2.4084 4.7288
H 1.4409 -1.4746 4.4275
H 2.9434 0.1259 4.6348
H 4.2015 -0.6899 3.8445

## Properties
LUMO energy	-1.522	eV
HOMO-LUMO gap	7.898	eV
SMILES	C[C@H](Br)[C@H](Br)c1cccc2c1C(=O)C([PH2]=O)=C(CCCN)C2=O

The molecule's Löwdin atomic charges, reported in e, are given here:
1. C -0.16
2. C -0.69
3. Br 0.63
4. C -0.70
5. Br 0.69
6. C -0.16
7. C -0.02
8. C -0.03
9. C 0.00
10. C -0.02
11. C 0.00
12. C -0.30
13. O 0.01
14. C -0.15
15. P 0.76
16. O -0.50
17. C -0.08
18. C -0.16
19. C -0.18
20. C -0.27
21. N -0.05
22. C -0.22
23. O 0.06
24. H 0.09
25. H 0.06
26. H 0.07
27. H 0.09
28. H 0.09
29. H 0.10
30. H 0.10
31. H 0.11
32. H 0.02
33. H 0.01
34. H 0.14
35. H 0.08
36. H 0.12
37. H 0.11
38. H 0.11
39. H 0.11
40. H 0.06
41. H 0.06

---

4.
This record from the OMol25 dataset describes C16H18BrF5NbO2P2S as an isolated structure in a non-equilibrium geometry. The level of theory is ωB97M-V with the def2-TZVPD basis set.

Cartesian coordinates (Å):
C -2.4263 -0.6784 -2.5498
C -1.4075 -1.2656 -3.1653
Nb 0.2341 -2.5197 -4.2108
C 0.6671 -0.6328 -5.4700
O 0.6326 -0.8600 -6.9157
C -0.6708 -1.0908 -7.4190
F -0.7759 -0.3113 -8.6420
F -1.7356 -0.6519 -6.5928
F -0.7704 -2.4523 -7.8343
P -0.4305 -4.5115 -2.6926
S -0.4974 -6.0801 -3.8626
P 1.9244 -1.8675 -2.3997
O 2.9418 -0.5541 -2.8711
Br 3.3789 -3.6400 -2.1707
H -3.4664 -0.3292 -2.1980
H 1.4889 -3.4948 -5.0724
H -1.0488 -3.0852 -5.3575
H 1.7752 -0.3727 -5.2181
H 0.0627 0.2898 -5.1204
H 0.5768 -4.6260 -1.6564
H -1.6731 -4.2177 -2.0253
H 2.4137 0.2230 -3.1914
F 0.5419 -1.7647 0.2191
C 1.0005 -0.8458 1.0789
C 2.1122 -0.0878 0.7401
C 2.5841 0.8701 1.6328
C 1.9461 1.0521 2.8585
C 0.8343 0.2822 3.1902
C 0.3549 -0.6682 2.2937
H 2.6004 -0.2488 -0.2140
H 3.4481 1.4738 1.3745
H 2.3177 1.7963 3.5555
H 0.3412 0.4223 4.1468
H -0.5145 -1.2701 2.5317
F 0.8501 2.6882 5.2121
C -0.3524 3.0823 5.6570
C -1.4323 3.0852 4.7872
C -2.6810 3.4891 5.2496
C -2.8330 3.8957 6.5737
C -1.7404 3.8935 7.4368
C -0.4939 3.4792 6.9779
H -1.2928 2.7732 3.7583
H -3.5344 3.4878 4.5795
H -3.8068 4.2149 6.9325
H -1.8597 4.2143 8.4666
H 0.3657 3.4626 7.6380

## Properties
LUMO energy	1.086	eV
HOMO-LUMO gap	5.647	eV
net charge	-1

The molecule's Löwdin atomic charges, reported in e, are given here:
1. C -0.11
2. C -0.37
3. Nb 1.00
4. C -0.37
5. O -0.11
6. C -0.48
7. F 0.03
8. F 0.06
9. F 0.04
10. P -0.04
11. S -0.07
12. P 0.27
13. O -0.52
14. Br 0.07
15. H 0.01
16. H -0.12
17. H -0.09
18. H 0.06
19. H 0.06
20. H -0.13
21. H -0.09
22. H 0.03
23. F 0.00
24. C -0.29
25. C -0.02
26. C -0.08
27. C -0.11
28. C -0.10
29. C -0.02
30. H 0.07
31. H 0.10
32. H 0.09
33. H 0.09
34. H 0.11
35. F 0.05
36. C -0.29
37. C -0.01
38. C -0.08
39. C -0.10
40. C -0.09
41. C -0.02
42. H 0.12
43. H 0.11
44. H 0.10
45. H 0.10
46. H 0.11